No. 1
{
  "formula": "C30H24CoN4O9S5",
  "method": "ωB97M-V/def2-TZVPD",
  "symbols": ["Co", "C", "O", "C", "C", "C", "C", "C", "C", "O", "C", "O", "C", "H", "H", "H", "H", "H", "H", "H", "H", "H", "O", "S", "O", "O", "C", "C", "C", "C", "C", "C", "S", "O", "O", "O", "H", "H", "H", "H", "S", "C", "S", "C", "N", "N", "C", "C", "C", "C", "C", "C", "S", "H", "H", "H", "H", "H", "N", "C", "N", "C", "C", "C", "C", "C", "C", "H", "H", "H", "H", "H", "H"],
  "coordinates": [[-5.221288, -10.799076, -14.701420], [-4.061180, -8.342113, -20.256961], [-2.970038, -9.114148, -19.694293], [-3.165651, -10.247209, -19.063295], [-2.299384, -11.310832, -19.356434], [-2.690333, -12.725589, -19.100316], [-3.313061, -12.551024, -17.766977], [-3.534558, -14.852256, -15.867344], [-4.563257, -15.237092, -16.874222], [-3.371438, -15.240613, -14.720775], [-4.171641, -11.541674, -17.273410], [-4.786699, -11.833149, -16.154323], [-4.068679, -10.305924, -17.962834], [-3.652470, -7.371767, -20.608110], [-4.766718, -8.038328, -19.435867], [-4.505527, -8.954884, -21.044253], [-1.348847, -11.262564, -19.974137], [-3.917126, -14.091437, -19.826197], [-5.376239, -15.933671, -16.477604], [-4.007678, -15.775224, -17.626084], [-5.063404, -14.364181, -17.284823], [-4.600596, -9.442887, -17.736092], [-7.916142, -7.478738, -15.143335], [-6.652488, -8.169989, -15.333608], [-6.135332, -8.063373, -16.695069], [-6.730862, -9.612181, -14.860847], [-5.612044, -7.356478, -14.052534], [-6.276124, -6.588243, -13.089044], [-5.585672, -5.637534, -12.367396], [-4.201285, -5.379086, -12.592583], [-3.498746, -6.162959, -13.554795], [-4.184048, -7.264232, -14.159765], [-3.118057, -8.714831, -14.421957], [-1.848705, -8.393870, -13.873123], [-3.157703, -9.061189, -15.806619], [-3.825295, -9.768780, -13.587638], [-7.334095, -6.624074, -12.884135], [-6.027760, -5.203974, -11.474772], [-3.691289, -4.562265, -12.068544], [-2.406091, -5.967595, -13.664592], [-1.969764, -16.272927, -21.825470], [-1.875003, -14.876126, -20.998451], [-0.999148, -14.920264, -19.357190], [-1.751589, -13.677043, -18.541049], [-3.497355, -13.260343, -20.219372], [-2.637930, -13.731606, -21.223922], [-2.601113, -13.047308, -22.469241], [-1.715372, -13.435190, -23.574295], [-1.420809, -12.502943, -24.546307], [-1.787755, -11.146992, -24.478595], [-2.666724, -10.816282, -23.450665], [-3.183635, -11.768363, -22.550036], [-2.207115, -13.579122, -16.770098], [-1.299855, -14.448012, -23.555295], [-0.711070, -12.807340, -25.315019], [-1.498697, -10.325113, -25.201333], [-3.013864, -9.776552, -23.430431], [-3.966377, -11.504806, -21.868473], [-4.686777, -13.079608, -11.445193], [-4.344000, -12.344971, -12.530534], [-5.421803, -11.990410, -13.243208], [-6.534544, -12.461789, -12.562206], [-7.877097, -12.424543, -12.832453], [-8.712564, -13.183171, -11.996399], [-8.266329, -13.753607, -10.817410], [-6.878336, -13.889358, -10.563343], [-6.063849, -13.240790, -11.473646], [-4.004817, -13.599840, -10.879203], [-3.296205, -12.111370, -12.698831], [-8.224548, -11.913847, -13.722351], [-9.723637, -13.348246, -12.234884], [-8.922774, -14.099589, -10.050451], [-6.464415, -14.567027, -9.819457]],
  "forces_ev_per_angstrom": [[0.6, 1.7, -0.6], [0.2, 0.1, 1.7], [0.7, 3.0, -1.6], [0.3, -2.5, 1.4], [1.7, 0.2, -2.5], [-0.3, 2.2, 1.4], [-2.0, -0.7, 1.5], [0.5, -0.1, 1.3], [-1.6, -1.3, 1.2], [-0.3, 0.9, -2.3], [1.8, -1.2, -0.3], [0.1, -0.1, -0.5], [0.2, -1.9, -1.7], [0.1, -0.9, -0.1], [0.2, -0.6, -0.9], [-0.3, 0.4, 0.0], [-1.5, 0.9, 0.4], [-0.6, -0.3, -0.1], [1.2, 0.8, -0.2], [0.1, -0.1, -0.7], [0.3, 0.1, -0.1], [-1.0, 1.2, 0.7], [0.4, -0.6, 0.0], [-1.0, 0.0, 0.0], [0.4, -0.1, 1.6], [-0.4, 1.0, -0.3], [1.1, 0.5, -0.8], [0.4, 0.4, -0.6], [2.3, 0.0, 1.0], [-0.9, -0.5, -1.4], [-0.9, -0.1, 1.2], [0.2, 0.9, 1.4], [-1.5, -0.3, 0.2], [1.0, 0.4, 0.6], [-0.1, -0.3, -0.9], [0.3, 0.6, -0.7], [-0.2, -0.5, -0.5], [-0.3, 0.3, -0.4], [-0.2, -0.4, -0.2], [-1.1, -0.7, -0.1], [0.6, -0.3, -0.8], [-1.2, 0.1, 2.5], [-0.3, -0.8, -2.1], [1.3, 0.7, 1.9], [0.0, -0.2, 0.6], [0.9, -0.7, -1.6], [1.4, 0.7, -1.2], [-1.5, 0.2, 2.1], [1.2, 0.4, -0.5], [-0.5, 0.2, 0.2], [-0.7, 0.0, -0.6], [0.8, -0.1, -0.4], [-1.2, -0.2, -1.1], [-0.1, 0.6, -0.3], [-0.3, 0.0, 0.0], [-0.1, -1.5, 0.8], [-0.1, -0.5, 0.3], [0.1, 0.2, 0.5], [0.5, -0.5, -0.4], [-1.1, -0.2, -0.1], [1.1, -0.7, 2.1], [1.4, -1.2, 0.9], [-0.8, -0.8, -0.4], [0.8, 1.1, 0.0], [2.2, -0.6, 0.4], [-1.0, 0.2, -0.7], [0.1, 0.3, 0.7], [-0.8, 0.5, -0.4], [-0.5, 0.2, -0.4], [-0.2, -0.1, 0.1], [-1.2, 0.4, -0.3], [-0.6, -0.6, 0.0], [-0.2, 0.5, 0.2]],
  "lowdin_spin": [2.68, 0.00, -0.03, -0.01, 0.31, 0.06, 0.19, -0.03, 0.00, -0.01, 0.02, 0.06, 0.27, 0.00, 0.00, 0.00, 0.01, 0.00, 0.00, 0.00, 0.00, 0.01, 0.01, 0.01, 0.00, 0.06, 0.00, 0.00, 0.00, 0.00, 0.00, 0.00, 0.01, 0.01, 0.02, 0.05, 0.00, 0.00, 0.00, 0.00, 0.05, 0.02, 0.03, 0.14, 0.02, 0.00, 0.00, 0.00, 0.00, 0.00, 0.00, 0.00, -0.02, 0.00, 0.00, 0.00, 0.00, 0.00, 0.00, 0.01, 0.04, 0.01, 0.00, 0.00, 0.00, 0.00, 0.00, 0.00, 0.00, 0.00, 0.00, 0.00, 0.00],
  "de_lowest_kcal_mol": 138.8,
  "lumo_energy_ev": [1.7, 1.4],
  "s_squared": 6.105,
  "spin_multiplicity": 5,
  "total_charge": -1
}

=====

No. 2
{
  "formula": "C50H38Cl2FGaNO7S2",
  "method": "ωB97M-V/def2-TZVPD",
  "symbols": ["Ga", "C", "C", "C", "C", "C", "C", "C", "F", "C", "C", "C", "O", "C", "C", "N", "C", "C", "O", "O", "H", "H", "H", "H", "H", "H", "H", "H", "H", "H", "H", "C", "C", "C", "C", "C", "C", "C", "S", "O", "C", "C", "C", "C", "C", "C", "C", "C", "C", "C", "C", "C", "C", "C", "C", "C", "C", "C", "C", "C", "S", "O", "C", "C", "C", "C", "C", "C", "C", "H", "H", "H", "H", "H", "H", "H", "H", "H", "H", "H", "H", "H", "H", "H", "H", "H", "H", "H", "H", "H", "H", "H", "H", "H", "H", "Cl", "C", "Cl", "C", "O", "O", "H"],
  "coordinates": [[-1.107834, 0.248917, 0.489354], [-5.582128, -4.160030, 4.341131], [-4.684880, -3.296066, 5.230689], [-5.445886, -2.618802, 6.368742], [-6.548019, -1.717169, 5.821898], [-6.111520, -0.954940, 4.602965], [-6.905369, 0.057211, 4.101090], [-6.517301, 0.759994, 2.960157], [-7.331919, 1.707068, 2.487510], [-5.323145, 0.513691, 2.328444], [-4.483602, -0.481844, 2.845258], [-3.183149, -0.714185, 2.261098], [-2.908145, -0.191751, 1.127349], [-2.296519, -1.518739, 3.010208], [-2.801081, -2.311810, 4.017330], [-4.070705, -2.253868, 4.413119], [-4.890465, -1.243400, 3.961543], [-0.830908, -1.502088, 2.676005], [-0.096296, -2.404711, 2.991669], [-0.425034, -0.397097, 2.091263], [-6.067086, -4.926359, 4.937553], [-4.996558, -4.647374, 3.564860], [-6.349874, -3.562355, 3.856747], [-3.887440, -3.922834, 5.640099], [-4.737336, -2.030708, 6.954882], [-5.878667, -3.373171, 7.023098], [-6.870616, -1.009948, 6.587443], [-7.426844, -2.313993, 5.566817], [-7.833826, 0.321892, 4.586145], [-5.015843, 1.068907, 1.455778], [-2.151261, -3.028003, 4.503658], [5.357832, -4.975478, -1.901762], [4.262175, -3.974416, -1.746665], [4.238188, -2.839925, -2.552443], [3.259878, -1.884771, -2.379177], [2.299090, -2.060015, -1.390181], [2.282728, -3.186864, -0.591354], [3.270550, -4.137971, -0.781975], [1.279356, -0.590477, -1.275116], [-0.027769, -0.980835, -0.546239], [2.228157, 0.191729, 0.022228], [2.265454, -0.389887, 1.296461], [2.886158, 0.276194, 2.312260], [3.480074, 1.535877, 2.087089], [4.096539, 2.245646, 3.137891], [4.693060, 3.454070, 2.909176], [4.693585, 4.007783, 1.618796], [4.110300, 3.343177, 0.575515], [3.501369, 2.085341, 0.774589], [2.885696, 1.360655, -0.285028], [3.015836, 1.794569, -1.692540], [4.317033, 1.863952, -2.273358], [5.468255, 1.424657, -1.587301], [6.702729, 1.509758, -2.167306], [6.847267, 2.031158, -3.462089], [5.748394, 2.447255, -4.161749], [4.458592, 2.371024, -3.591640], [3.309009, 2.774251, -4.302942], [2.063785, 2.609709, -3.766878], [1.921432, 2.095237, -2.470116], [0.257820, 1.916952, -1.728330], [-0.203493, 3.279362, -1.461326], [-0.602104, 1.434605, -3.250308], [-1.515015, 2.337442, -3.768028], [-2.320125, 1.976719, -4.831462], [-2.233210, 0.706190, -5.388844], [-3.146626, 0.278935, -6.494234], [-1.271238, -0.170983, -4.895642], [-0.461182, 0.184005, -3.832596], [5.828658, -4.886110, -2.876645], [4.982556, -5.986650, -1.778632], [6.120170, -4.802579, -1.142360], [4.993083, -2.696221, -3.310059], [3.235105, -0.987834, -2.985370], [1.517869, -3.315031, 0.160929], [3.280391, -5.016539, -0.156437], [1.806585, -1.349534, 1.460112], [2.923553, -0.156143, 3.300425], [4.073291, 1.814483, 4.127917], [5.169854, 3.989589, 3.716707], [5.159278, 4.967614, 1.457788], [4.106978, 3.778403, -0.411268], [5.362878, 1.017777, -0.594434], [7.576174, 1.179021, -1.625991], [7.831831, 2.090316, -3.900211], [5.846338, 2.834621, -5.165904], [3.439147, 3.204779, -5.282837], [1.181684, 2.896967, -4.314898], [-1.596583, 3.315668, -3.316037], [-3.044082, 2.676643, -5.220051], [-3.951557, 0.994663, -6.639653], [-3.580741, -0.694036, -6.271223], [-2.586912, 0.189727, -7.425017], [-1.172293, -1.153378, -5.336850], [0.266116, -0.525565, -3.467596], [-2.350031, 4.821057, -0.774500], [-3.171217, 3.338693, -0.277560], [-4.423994, 2.883507, -1.430047], [-2.188004, 2.197466, -0.133078], [-1.441771, 2.179438, 0.877599], [-2.219270, 1.238173, -0.921721], [-3.635405, 3.519951, 0.695621]],
  "forces_ev_per_angstrom": [[-0.5, -0.3, 0.5], [0.2, 0.1, 0.1], [-0.4, -0.5, 0.4], [0.0, 0.0, 0.0], [0.0, -0.1, 0.1], [-0.1, 0.1, -0.1], [0.3, -0.1, -0.2], [0.4, -0.2, -0.1], [0.0, 0.0, 0.0], [-0.2, 0.0, 0.1], [-0.3, -0.1, 0.1], [0.0, -0.1, 0.0], [0.0, -0.1, 0.1], [0.1, 0.3, -0.3], [0.2, 0.0, -0.3], [0.5, 0.1, 0.1], [-0.2, 0.7, -0.6], [-0.2, 0.1, 0.0], [0.2, -0.3, 0.2], [0.1, 0.0, 0.0], [-0.1, -0.1, 0.1], [0.1, 0.0, 0.0], [-0.1, 0.0, 0.0], [0.0, 0.2, -0.1], [0.0, 0.0, 0.0], [0.1, 0.0, 0.0], [0.0, 0.0, 0.0], [0.0, 0.0, 0.0], [-0.1, 0.0, 0.0], [0.0, 0.1, -0.1], [-0.1, -0.1, 0.0], [0.1, -0.1, 0.0], [-0.1, 0.2, -0.1], [0.0, 0.0, 0.1], [-0.2, 0.1, 0.0], [-0.2, 0.3, -0.6], [-0.2, 0.1, 0.1], [0.0, 0.1, 0.0], [1.1, -1.1, 1.2], [-0.5, -0.1, 0.1], [0.2, 0.4, -0.3], [0.1, -0.1, 0.3], [-0.1, -0.2, -0.3], [0.1, 0.1, -0.3], [0.1, 0.2, 0.1], [0.0, -0.2, 0.2], [-0.1, 0.0, -0.3], [0.1, 0.2, 0.1], [-0.1, -0.2, 0.3], [-0.2, -0.2, 0.2], [-0.2, 0.2, -0.3], [-0.1, 0.2, -0.3], [0.3, 0.0, 0.0], [-0.1, -0.1, 0.2], [-0.1, 0.1, -0.3], [0.2, 0.0, 0.0], [0.0, -0.2, 0.3], [-0.3, 0.0, 0.1], [0.1, 0.2, -0.3], [0.0, -0.1, 0.7], [1.0, 0.5, -2.0], [0.0, 0.7, 0.4], [0.0, -0.2, 0.1], [0.2, 0.2, 0.3], [0.0, -0.3, -0.1], [0.0, 0.1, 0.1], [0.1, 0.0, -0.1], [0.0, 0.1, 0.1], [0.0, -0.1, -0.1], [0.1, -0.1, -0.1], [0.0, -0.1, 0.0], [0.1, -0.1, 0.0], [0.1, 0.0, -0.1], [0.1, 0.0, -0.2], [-0.1, 0.0, 0.1], [0.0, -0.1, 0.1], [-0.1, -0.1, 0.2], [0.0, -0.1, 0.1], [0.0, 0.0, 0.1], [0.0, 0.0, 0.1], [0.0, 0.1, -0.1], [0.0, 0.1, -0.1], [0.1, -0.1, 0.1], [0.1, -0.1, 0.0], [0.1, 0.0, -0.1], [0.0, 0.0, -0.1], [-0.1, 0.0, -0.2], [-0.1, 0.0, -0.1], [-0.1, 0.1, 0.1], [-0.1, 0.1, 0.0], [0.0, 0.0, 0.0], [-0.1, 0.0, 0.0], [-0.1, 0.0, -0.1], [0.0, -0.1, 0.0], [-0.1, 0.0, -0.2], [-0.5, 0.2, 0.3], [0.0, 0.3, -0.1], [-0.3, 0.1, 0.0], [-0.9, 1.3, 0.0], [0.7, -0.6, 0.5], [0.4, -1.1, -0.2], [0.1, 0.0, -0.2]],
  "lowdin_charge": [0.44, -0.01, -0.29, -0.12, -0.12, -0.13, 0.08, -0.24, 0.09, 0.10, -0.03, -0.21, 0.05, -0.01, 0.07, 0.01, -0.07, -0.52, 0.11, 0.01, 0.09, 0.09, 0.09, 0.15, 0.13, 0.13, 0.13, 0.13, 0.14, 0.13, 0.16, -0.04, -0.26, -0.02, -0.07, -0.34, -0.04, -0.01, 1.09, -0.39, -0.30, -0.05, 0.02, -0.14, -0.02, -0.06, -0.05, 0.00, -0.10, -0.14, -0.16, -0.12, -0.02, -0.06, -0.06, -0.02, -0.15, 0.01, -0.03, -0.26, 0.97, -0.49, -0.36, -0.07, -0.01, -0.26, -0.04, -0.02, -0.07, 0.08, 0.08, 0.09, 0.12, 0.11, 0.12, 0.12, 0.10, 0.13, 0.12, 0.11, 0.11, 0.12, 0.12, 0.11, 0.11, 0.12, 0.12, 0.12, 0.10, 0.12, 0.08, 0.08, 0.09, 0.12, 0.07, 0.70, -0.97, 0.67, -0.76, 0.09, -0.01, 0.08],
  "de_lowest_kcal_mol": 24.8,
  "lumo_energy_ev": -2.8,
  "spin_multiplicity": 1,
  "total_charge": 1
}